# 1
C25H31N3O3 | wB97M-V/def2-TZVPD

HOMO level, eV: -7.69
Total charge: 0
LUMO level, eV: 0.6166
Gap between HOMO and LUMO, eV: 8.31
E_tot, Ha: -1361.27330

Geometry (Å):
O (-3.13613, -1.00959, -1.31084)
C (-0.26109, 3.03042, 2.71102)
H (2.94970, -3.27544, 1.77098)
H (0.45391, 3.91026, -2.49925)
H (-3.42519, 2.53419, -0.73359)
H (2.73031, 1.31446, 0.85384)
O (-2.90685, -2.24486, 0.57526)
H (1.12447, 2.53664, -3.41541)
C (0.14556, 1.21551, 4.38883)
C (-1.40466, 1.93284, 1.17130)
C (-2.56220, -3.92357, -1.17577)
H (2.71219, 3.24507, -1.62457)
H (-1.04656, 0.09619, -1.86275)
N (-2.08207, 1.25029, 0.21444)
H (-2.62182, -3.23302, -2.01238)
H (-2.90195, -4.90355, -1.49913)
C (-3.43906, -3.43480, -0.02636)
C (-2.79889, -1.11637, -0.14476)
H (4.69079, -4.15765, 0.26118)
C (-2.60130, 1.85564, -0.98594)
H (-5.30383, -4.20641, -0.76231)
H (0.25238, 0.37525, -3.02444)
C (-1.07468, 1.04531, 2.21690)
C (3.03679, -1.29732, 0.96425)
H (2.64539, 0.83818, -2.15842)
C (4.98719, -2.28153, -0.72799)
C (-0.88104, 3.19857, 1.49643)
C (-0.13917, 0.66754, -2.04166)
H (4.06429, 1.61852, -0.26796)
C (-4.89193, -3.24955, -0.45378)
C (1.82555, 2.66354, -1.36633)
H (-5.47904, -2.86245, 0.37622)
H (-3.39092, -4.15423, 0.80086)
C (-2.19516, -0.06152, 0.64529)
C (4.39309, -3.12137, 0.19866)
H (5.75111, -2.66188, -1.39052)
H (0.26135, 3.76104, 3.29892)
C (-1.52076, 2.71685, -1.64979)
H (-0.67019, 0.85911, 5.02358)
N (-0.36462, 1.74001, 3.15581)
H (0.82353, 0.37903, 4.19896)
C (3.41678, -2.62537, 1.04528)
H (0.51727, 0.62345, 0.00847)
H (2.27291, -0.91555, 1.62707)
C (3.19310, 0.98670, -0.07965)
C (0.91467, 0.36812, -0.97423)
C (2.18548, 1.18253, -1.22460)
H (-2.97429, 1.08070, -1.65661)
C (-1.57767, -0.21204, 1.88870)
H (-1.52625, -3.99713, -0.85119)
C (0.75362, 2.86319, -2.43809)
H (-1.51733, -1.13019, 2.43671)
H (-0.94824, 4.10392, 0.92820)
C (3.62573, -0.44586, 0.03810)
H (1.43920, 3.03357, -0.41359)
H (1.14283, -0.69879, -0.98166)
C (4.60460, -0.95470, -0.80671)
O (-1.66508, 3.92156, -1.74929)
H (-4.95216, -2.55174, -1.28427)
H (0.68874, 1.99662, 4.91809)
N (-0.41609, 2.08368, -2.09000)
H (5.07372, -0.30204, -1.52958)

Atoms 1-3, force components in eV/Å:
-0.014 -0.115 0.231
0.015 0.195 -0.127
-0.036 -0.053 0.059

***

# 2
C25H31N3O4 | wB97M-V/def2-TZVPD

HOMO level, eV: -8.23
Total charge: 0
LUMO level, eV: -0.2961
Gap between HOMO and LUMO, eV: 7.94
E_tot, Ha: -1436.46123

Geometry (Å):
C (0.08948, 0.11318, -0.02406)
N (-1.92532, 4.60247, 0.87428)
H (9.05716, -0.28261, -1.49221)
C (7.55810, -1.04984, -0.16020)
H (3.13450, 0.02949, -2.38488)
H (8.18346, -2.81078, -1.21644)
N (-5.45556, -1.57073, -0.89366)
H (-2.05938, 5.09868, -1.09690)
O (6.49114, -0.58562, 0.66279)
C (-1.56021, 2.30880, 1.41355)
C (-6.29570, -0.41383, -1.15585)
N (-2.13251, -0.38196, 0.40552)
H (6.85155, -3.08235, -0.08702)
O (-1.93128, -2.13912, 1.84274)
C (-5.94318, -2.35826, 0.23089)
C (5.24125, -0.31633, 0.23035)
H (-3.49433, -2.20913, -0.83071)
C (7.26006, -2.39412, -0.82320)
H (8.13924, 0.96740, -0.64698)
C (-1.91426, 4.27824, -0.40619)
C (0.04276, -0.98026, 0.93394)
O (0.96284, 1.49507, -1.67493)
H (-4.95307, -4.15890, -0.41709)
H (-6.00879, -1.75168, 1.15188)
H (-1.42139, 1.55198, 2.17098)
H (1.81084, 1.79854, -2.02739)
C (-4.04582, -1.26798, -0.86598)
C (-3.56761, -0.39376, 0.31864)
C (-1.43976, -1.27735, 1.14562)
H (-3.79492, -0.76920, -1.80754)
C (-1.75317, 3.63600, 1.76011)
C (3.01772, 0.26959, 0.98760)
H (8.34525, -1.21078, 0.58888)
C (4.33172, -0.02213, 1.25681)
H (-3.93642, -0.82448, 1.25257)
H (5.43804, -0.49229, -1.91545)
C (-1.32296, 0.53634, -0.35812)
H (7.42140, 0.10902, -2.01186)
H (-6.95942, -2.66592, -0.02763)
C (-7.58786, -0.80299, -1.87030)
H (-8.25705, -1.35107, -1.21352)
H (-1.73119, 2.76578, -1.92296)
H (-3.93224, 0.63256, 0.22153)
C (-1.55244, 1.96939, 0.06512)
C (-5.11669, -3.60829, 0.50587)
H (-1.76908, 3.94427, 2.79714)
H (2.33987, 0.49646, 1.79329)
C (-1.73579, 2.98226, -0.86589)
H (6.54851, -2.30246, -1.63822)
C (1.17262, 0.62820, -0.65550)
C (4.78613, -0.27909, -1.08574)
H (-5.66014, -4.24800, 1.19723)
C (8.06766, 0.00363, -1.14570)
H (-6.54054, 0.13416, -0.22945)
H (-5.73695, 0.26403, -1.80618)
H (-8.10295, 0.09196, -2.21052)
C (2.55944, 0.29446, -0.33114)
H (-7.35698, -1.42632, -2.72960)
H (-1.52595, 0.43819, -1.43372)
H (4.69617, -0.04051, 2.27126)
O (0.95614, -1.58434, 1.45226)
C (3.46733, 0.03387, -1.35452)
H (-4.15673, -3.36970, 0.95665)

Atoms 1-3, force components in eV/Å:
0.074 0.377 -0.525
-0.082 0.549 0.084
0.093 -0.029 -0.047

***

# 3
C25H31N5P2SSeTa | wB97M-V/def2-TZVPD

HOMO level (spin up / spin down), eV: -16.97 / -16.97
Total charge: +3
LUMO level (spin up / spin down), eV: -11.5538 / -11.5537
Gap between HOMO and LUMO (spin up / spin down), eV: 5.42 / 5.42
E_tot, Ha: -4783.32596

Geometry (Å):
C (14.80836, 10.00853, 11.50443)
H (14.14972, 14.06636, 9.67653)
H (15.19165, 13.92494, 7.82265)
H (11.12230, 12.73503, 7.88205)
Ta (12.65947, 9.34233, 9.67327)
C (14.30765, 10.87650, 6.63096)
H (16.81855, 11.70770, 4.52024)
H (12.84990, 7.76312, 13.40805)
C (13.03884, 6.31859, 9.63664)
C (17.24224, 9.82454, 11.51142)
H (18.18179, 9.83638, 12.05041)
Se (10.04236, 7.52651, 7.86015)
C (14.32845, 11.96690, 7.53477)
H (16.02707, 9.61748, 8.36946)
H (12.36804, 13.92997, 7.78666)
S (12.62184, 4.80817, 9.91976)
C (16.15471, 12.91681, 6.21006)
H (14.97101, 10.03762, 4.78147)
H (11.43929, 13.68968, 9.29742)
H (16.86841, 13.77339, 6.07835)
C (11.87948, 13.18946, 8.43693)
C (15.21397, 10.81761, 5.52413)
H (8.94028, 12.64305, 10.68292)
H (16.05223, 10.50621, 13.20272)
C (14.10378, 13.03966, 10.08478)
C (14.76677, 9.68712, 10.13210)
C (8.49638, 9.45964, 8.56910)
H (10.92244, 10.62938, 12.20219)
H (11.61930, 11.31818, 5.71282)
C (9.71529, 9.77069, 9.35137)
N (12.44674, 9.18909, 11.93282)
H (11.07869, 9.47003, 13.53821)
C (7.57165, 11.37550, 9.56431)
H (13.55073, 13.25623, 10.99580)
C (13.45922, 10.24363, 12.30455)
H (6.81623, 12.16356, 9.49299)
C (16.00485, 9.63553, 9.45331)
H (13.04710, 11.22020, 12.06755)
C (17.22370, 9.54543, 10.11840)
H (6.48025, 9.98810, 8.18851)
H (10.88933, 10.68249, 7.24528)
C (11.44043, 10.44169, 6.33759)
N (13.16276, 7.51180, 9.55484)
H (13.96400, 7.71811, 5.61973)
P (13.13592, 11.87530, 8.91266)
H (10.82701, 9.70773, 5.76679)
N (9.93010, 10.93672, 9.97539)
C (16.03006, 10.12886, 12.16806)
H (15.05176, 12.60797, 10.31856)
C (15.24578, 12.99704, 7.26349)
H (13.03304, 8.84788, 4.60256)
H (13.62908, 7.40793, 11.87658)
C (12.71534, 7.83344, 12.34824)
N (8.49747, 8.40840, 7.65783)
C (7.38501, 10.24865, 8.73681)
C (11.11633, 9.58157, 12.47546)
P (13.05334, 9.60898, 6.95502)
C (13.08681, 8.36747, 5.57901)
C (8.78811, 11.71021, 10.15282)
N (10.66826, 8.78134, 9.28262)
H (11.88923, 7.17209, 12.00037)
H (12.15877, 7.76897, 5.66836)
H (13.61878, 10.15912, 13.38693)
H (10.37876, 8.98199, 11.99417)
H (18.14561, 9.29521, 9.58342)
C (16.14829, 11.81261, 5.33804)

Atoms 1-3, force components in eV/Å:
-0.808 0.036 1.218
0.257 -0.782 -0.448
0.274 -0.192 0.111